No. 1
DFT (ωB97M-V/def2-TZVPD) results for a structure of composition C38H59N4O6PRuSe.

HOMO energy (alpha / beta): -0.1539 / -0.1463 Eh
relative energy (zero: lowest compared OMol25 entry of this formula, charge and spin): 1.823 eV
gap between HOMO and LUMO (alpha / beta): 6.607 / 5.692 eV

```
! RIJCOSX wB97M-V def2-TZVPD def2/J DEFGRID3
* xyz -1 6
Ru 0.176 0.076 -1.085
Se 2.360 0.607 0.360
P -2.582 2.197 -0.525
O -2.145 -1.488 -2.309
O 2.397 2.552 -3.985
O 1.807 -1.592 -1.348
O 2.977 -3.020 -2.573
O 1.503 1.715 -2.137
O -0.529 -2.412 -0.246
N 1.097 -3.808 0.673
N -1.544 1.059 -0.565
N 0.491 -0.532 -3.641
N 1.908 -3.774 1.807
C -2.282 2.387 -3.279
C 4.453 0.697 2.336
C 0.953 -5.028 0.008
C 0.826 -5.090 -1.373
C -3.715 4.248 -2.342
C 0.324 -2.664 0.611
C 1.537 -1.554 -3.759
C 2.882 1.366 4.507
C -2.222 3.267 1.053
C -2.507 2.312 2.213
C -2.520 3.331 -2.103
C -4.349 1.416 -0.403
C -0.723 3.582 1.062
C 3.272 -4.215 1.605
C 5.018 0.891 3.584
C -1.264 4.190 -1.973
C 2.277 1.175 3.273
C 3.062 0.853 2.154
C 5.322 0.309 1.180
C -4.702 0.897 -1.796
C -3.015 4.555 1.256
C 0.903 -7.433 0.115
C -0.753 -1.005 -4.253
C 0.671 -1.916 1.788
C 2.173 -2.100 -2.433
C 4.251 1.242 4.687
C -4.219 0.174 0.478
C 1.707 1.745 -3.375
C 0.981 -6.211 0.752
C 1.650 -2.579 2.446
C 0.751 -6.320 -2.000
C -1.500 -2.057 -3.422
C 0.792 -7.495 -1.266
C 2.390 -2.235 3.690
C 0.907 0.729 -4.263
C 4.874 1.501 6.030
C -5.465 2.319 0.110
C 0.784 1.304 3.204
H -1.680 1.548 -2.916
H 0.942 -8.344 0.699
H 1.826 -1.513 4.273
H 1.072 -6.162 1.825
H -2.749 5.307 0.518
H 0.303 0.498 3.763
H -4.621 3.695 -2.575
H -5.301 2.600 1.146
H 1.494 0.554 -5.175
H 2.259 1.615 5.358
H 3.736 -4.369 2.576
H -2.280 -2.497 -4.065
H -3.295 -0.346 0.221
H 3.264 -5.152 1.050
H 6.087 0.766 3.704
H -2.051 1.346 2.002
H 4.403 0.899 6.807
H -2.084 2.696 3.142
H -0.825 -2.860 -3.108
H -0.401 3.560 -1.757
H 0.696 -6.357 -3.076
H 2.556 -3.129 4.292
H -0.155 2.778 0.584
H 3.352 -1.782 3.455
H -1.069 4.709 -2.913
H 6.333 0.081 1.506
H -2.772 4.965 2.240
H 0.842 -4.177 -1.939
H -4.087 4.386 1.207
H -3.501 4.896 -3.194
H 5.347 1.121 0.454
H 0.450 1.265 2.169
H -1.436 -0.160 -4.370
H 4.745 2.547 6.313
H -0.560 -1.438 -5.251
H 3.839 -3.473 1.037
H -5.560 3.223 -0.487
H 5.939 1.280 6.020
H 2.380 -1.178 -4.351
H -4.219 0.410 1.537
H -6.413 1.778 0.062
H 0.198 -0.985 2.035
H -3.887 0.280 -2.169
H 0.750 -8.456 -1.762
H -3.908 4.879 -1.478
H -5.053 -0.498 0.286
H -1.648 -1.725 -1.507
H 4.902 -0.557 0.673
H -1.723 2.903 -4.059
H 1.155 -2.439 -4.282
H 0.018 1.296 -4.550
H -3.200 2.007 -3.719
H -1.377 4.946 -1.201
H -3.573 2.171 2.371
H -0.496 4.511 0.548
H -5.595 0.273 -1.735
H -0.371 3.692 2.087
H 0.474 2.249 3.650
H -4.913 1.696 -2.498
*
```

Löwdin population analysis, charges in e, atoms 1 to 5: Ru 1.34; Se 0.82; P 0.88; O -0.11; O 0.00

***

No. 2
DFT (ωB97M-V/def2-TZVPD) results for a cluster of 8 separate species, C38H60BrNO19 in total.

SMILES: CCO[C@H](N)[C@H](CCOC=O)OCCC(=O)Br.O=C1CCCO1.O=C1CCCO1.O=C1CCCO1.O=C1CCCO1.O=C1CCCO1.O=C1CCCO1.O=C1CCCO1
HOMO energy: -0.3427 Eh
gap between HOMO and LUMO: 9.734 eV

```
! RIJCOSX wB97M-V def2-TZVPD def2/J DEFGRID3
* xyz 0 1
Br 2.657 0.443 -0.088
O 1.931 0.440 -3.276
O 3.564 4.727 -2.245
O -7.646 -4.072 -3.801
O -1.124 -2.211 3.585
O 5.359 3.984 -1.145
O 1.659 -1.033 -9.605
O -5.025 -1.582 0.795
O 6.148 0.393 6.318
O -0.271 0.155 -3.373
O -5.820 -3.735 -2.556
O 4.714 -2.949 -3.006
O 4.196 0.565 5.243
O -1.242 2.732 5.720
O 1.212 0.507 -8.049
O -0.427 -0.543 1.114
O -2.409 1.790 7.370
O -6.395 -0.362 -0.498
O 1.774 2.156 1.854
O 3.572 -2.207 -4.773
N -1.789 -0.092 4.430
C 2.595 -2.744 -8.284
C -3.744 3.596 8.076
C 2.953 1.162 -4.001
C 5.491 0.893 5.454
C -5.493 -1.131 -0.396
C -3.144 3.914 6.709
C -1.571 -0.511 1.956
C -4.045 -0.755 1.449
C 4.585 2.462 3.906
C 2.955 -3.260 -1.480
C 3.574 -2.743 -3.700
C 4.289 4.796 -1.295
C -2.142 2.793 6.508
C 0.061 1.643 0.237
C -1.220 -2.683 4.921
C 0.889 1.402 -5.141
C -7.013 -3.760 -2.646
C 0.730 0.601 -3.866
C 5.560 5.603 0.553
C 5.916 1.940 4.437
C 1.417 1.592 0.882
C 3.683 1.247 4.083
C 4.429 -3.552 -1.727
C -2.658 -2.757 5.441
C -9.069 -3.927 -3.647
C 1.871 -1.750 -7.380
C -9.326 -4.038 -2.146
C -0.524 0.262 -0.042
C -2.683 -1.423 1.427
C 5.982 4.199 0.133
C -8.038 -3.452 -1.575
C 1.541 -0.612 -8.321
C 4.180 5.716 -0.092
C 2.389 -3.235 -2.896
C -1.086 -0.813 3.391
C 1.972 -2.436 -9.643
C 2.390 1.320 -5.410
C -3.595 2.079 8.131
H 2.800 2.183 -5.929
H 0.006 -0.224 -0.858
H 0.270 0.984 -5.931
H -2.916 -3.763 5.773
H 3.867 0.574 -3.958
H 5.565 5.739 1.632
H -2.645 4.877 6.646
H 2.833 -2.249 -1.100
H 3.660 -2.513 -8.304
H 2.637 -2.607 -10.485
H 5.101 -3.103 -1.000
H -8.089 -2.367 -1.460
H -9.355 -2.950 -4.041
H 2.484 -3.967 -0.802
H -4.994 -1.580 -1.267
H -3.882 3.850 5.906
H -0.600 -2.074 5.584
H -2.831 -2.047 6.248
H -4.414 -0.611 2.467
H 2.088 -4.215 -3.272
H -2.786 -0.034 4.250
H 4.229 3.281 4.533
H -1.956 0.521 1.992
H -1.560 0.382 -0.374
H 4.609 2.808 2.876
H 0.165 2.171 -0.717
H -4.774 3.923 8.202
H -3.346 -2.500 4.633
H 0.934 -2.151 -6.988
H 2.481 -3.785 -7.990
H 0.560 2.423 -4.935
H 3.389 5.326 0.552
H -7.731 -3.890 -0.628
H 4.636 -4.623 -1.789
H -1.413 0.845 4.526
H -0.581 2.239 0.888
H -9.415 -5.088 -1.863
H -2.720 -2.355 1.987
H 3.115 2.119 -3.499
H 3.912 6.719 -0.412
H -2.448 -1.689 0.394
H 2.643 1.498 4.264
H 1.559 -2.542 -3.014
H -9.549 -4.702 -4.238
H 2.482 -1.401 -6.556
H 6.236 6.338 0.113
H 6.541 2.690 4.915
H -0.042 -0.480 3.421
H 1.043 -2.989 -9.806
H 2.604 0.430 -6.002
H -4.009 0.225 0.964
H -3.142 4.055 8.860
H 3.736 0.567 3.230
H -4.434 1.563 7.661
H -10.232 -3.524 -1.833
H 5.613 3.433 0.819
H 7.054 4.076 0.007
H -3.453 1.683 9.133
H -0.779 -3.678 4.889
H 6.502 1.435 3.666
*
```

Löwdin population analysis, charges in e, atoms 1 to 5: Br 0.81; O -0.05; O 0.12; O 0.03; O -0.12

***

No. 3
DFT (ωB97M-V/def2-TZVPD) results for a structure of composition C38H60Ge2N5O7OsS.

HOMO energy (alpha / beta): -0.6034 / -0.6161 Eh
relative energy (zero: lowest compared OMol25 entry of this formula, charge and spin): 0.510 eV
gap between HOMO and LUMO (alpha / beta): 8.005 / 5.840 eV

```
! RIJCOSX wB97M-V def2-TZVPD def2/J DEFGRID3
* xyz 3 5
Os 1.079 -0.701 -0.039
Ge 1.102 1.743 -0.222
Ge -2.815 0.845 0.507
S 2.985 -0.878 -1.260
O -1.106 -0.386 0.704
O 0.160 -7.045 2.394
O -1.755 -6.514 1.512
O 0.751 -2.811 -0.660
O -2.956 -1.587 1.072
O 2.927 -1.547 2.075
O 3.547 -3.445 2.896
N -0.668 -6.251 1.998
N 4.728 0.138 0.558
N 5.031 0.647 -1.725
N 2.708 -2.692 2.503
N 0.527 -2.640 -2.906
C 1.899 2.262 1.507
C 6.210 -1.296 2.767
C 2.290 3.957 -1.809
C -1.251 -3.866 1.722
C 0.757 -3.356 -1.786
C -4.651 1.749 2.628
C 2.387 3.718 1.560
C 0.737 -4.832 -1.937
C 6.349 1.338 -1.831
C 6.113 0.224 2.601
C -0.608 2.737 -0.302
C 7.173 -1.966 1.784
C 4.392 0.091 -0.713
C 9.361 1.844 -1.355
C -5.033 4.662 0.105
C -4.209 3.574 0.147
C -2.788 3.731 0.254
C -0.310 -4.802 2.088
C 5.971 0.688 1.166
C -1.663 -4.328 -2.950
C 7.462 0.382 -2.234
C -2.264 5.057 0.425
C -0.755 -1.889 -2.910
C 0.365 -2.159 2.192
C 8.752 1.125 -2.565
C 0.992 -4.470 2.414
C -4.483 5.952 0.232
C 1.877 2.476 -1.858
C -1.918 -2.848 -2.561
C -3.387 0.189 -1.213
C -1.899 2.620 0.143
C -3.096 6.139 0.399
C -1.751 -1.483 1.171
C 1.301 -3.133 2.436
C -4.480 0.994 -1.931
C -0.798 -5.149 -1.970
C -3.408 0.894 2.351
C -0.890 -2.529 1.766
H -1.262 -4.395 -3.968
H 2.509 4.318 -2.814
H 1.204 -5.127 -2.879
H 6.225 2.104 -2.596
H -4.648 0.564 -2.920
H 7.026 0.690 2.980
H 6.573 1.840 -0.904
H -2.233 -4.176 1.391
H -4.482 2.813 2.461
H 1.506 4.607 -1.403
H 2.707 1.564 1.730
H 6.786 -1.958 0.757
H 4.634 0.407 -2.621
H 4.148 -0.408 1.175
H 10.347 2.239 -1.599
H 5.285 0.623 3.201
H -1.197 5.199 0.554
H 9.478 1.160 -0.506
H -0.897 -6.208 -2.213
H 9.465 0.399 -2.951
H 2.732 3.952 2.568
H -4.658 2.589 0.067
H 7.644 -0.330 -1.418
H 2.716 1.858 -2.158
H -3.589 -0.147 2.587
H 7.133 -0.198 -3.104
H -0.872 -1.454 -3.899
H -0.394 3.647 -0.881
H -2.458 0.185 -1.787
H 3.219 3.897 0.880
H -1.201 -5.020 -0.961
H 5.932 1.775 1.139
H -2.119 -2.804 -1.483
H 6.538 -1.497 3.788
H 1.101 2.327 -2.616
H 0.649 -3.182 -3.746
H -2.691 7.140 0.493
H -3.701 -0.835 -1.025
H 0.593 -1.122 2.411
H 1.107 2.091 2.239
H -6.104 4.532 -0.016
H 5.218 -1.754 2.679
H 8.572 1.837 -3.377
H -2.821 -2.504 -3.067
H -5.434 0.955 -1.398
H -4.203 2.040 -2.081
H 6.827 0.352 0.590
H 1.732 -5.234 2.609
H 7.331 -3.011 2.057
H 8.154 -1.475 1.784
H 8.752 2.694 -1.028
H -0.689 -1.072 -2.195
H -4.919 1.629 3.679
H -2.538 1.254 2.900
H -2.634 -4.820 -2.985
H -5.517 1.429 2.042
H 1.593 4.429 1.316
H 3.182 4.108 -1.200
H 1.218 -5.348 -1.110
H -5.141 6.815 0.214
*
```

Löwdin population analysis, charges in e, atoms 1 to 5: Os 1.02; Ge 0.76; Ge 1.11; S 0.69; O -0.27

***

No. 4
DFT (ωB97M-V/def2-TZVPD) results for a structure of composition C38H60GeNO7P2Tl.

HOMO energy (alpha / beta): -0.1523 / -0.1754 Eh
gap between HOMO and LUMO (alpha / beta): 6.590 / 6.419 eV

```
! RIJCOSX wB97M-V def2-TZVPD def2/J DEFGRID3
* xyz -1 2
Tl 0.194 -0.530 -0.215
Ge 0.189 1.817 2.185
P -1.579 -1.192 -3.150
P 2.278 -3.488 -0.175
O 0.756 -4.003 0.012
O 2.168 -2.081 -0.686
O 3.107 -4.476 -0.919
O 0.192 -0.054 2.352
O 1.290 1.551 0.678
O 2.695 -3.471 1.385
O -1.322 1.677 1.116
N -1.554 -0.293 -1.839
C 2.098 -2.789 -3.739
C -3.786 -4.265 -1.666
C -2.296 1.113 -4.465
C 0.059 -0.699 4.652
C -0.566 -0.835 3.262
C 4.034 -3.247 1.845
C 0.335 -6.019 -1.234
C -2.361 3.837 1.448
C 3.152 1.313 -0.769
C 1.327 -6.151 1.068
C -4.114 -0.075 -6.195
C -0.479 -2.284 2.798
C 2.671 1.852 0.574
C -2.417 -2.802 -3.001
C 0.835 -2.497 -3.249
C -3.700 -5.244 -2.644
C -1.010 -5.342 0.770
C -2.524 -0.262 -4.393
C 1.686 -1.345 -5.623
C 3.434 1.172 1.710
C -2.325 -3.794 -3.977
C 0.378 -5.388 0.152
C -1.061 3.328 -0.634
C -3.140 -3.048 -1.840
C -0.006 -1.626 -3.934
C -2.962 1.881 -5.407
C 2.521 -2.211 -4.928
C 3.879 -2.541 3.185
C -3.867 1.286 -6.276
C 4.845 -2.394 0.878
C -2.966 -5.010 -3.801
C -2.028 -0.393 3.299
C 2.870 3.366 0.634
C -1.969 2.744 0.449
C 0.426 -1.044 -5.126
C 4.683 -4.615 2.012
C -3.223 2.160 -0.193
C -3.447 -0.848 -5.253
H 0.928 -7.154 1.233
H -2.449 -0.400 2.294
H 0.521 -2.932 -2.309
H 5.834 -2.223 1.307
H -1.572 4.122 -1.185
H 2.582 1.774 -1.579
H -2.120 0.624 3.681
H 4.514 1.278 1.584
H 4.212 1.528 -0.919
H -1.475 -6.329 0.728
H -3.180 -2.273 -1.083
H -0.152 3.738 -0.194
H -0.219 -0.370 -5.675
H 0.088 -7.081 -1.156
H -4.192 -6.198 -2.501
H 4.362 -1.435 0.696
H -0.458 -1.328 5.380
H 2.465 3.763 1.567
H 2.018 -0.893 -6.550
H -0.426 -5.533 -1.850
H 4.855 -2.274 3.594
H -4.341 -4.455 -0.757
H -1.730 -3.622 -4.866
H 3.149 1.601 2.673
H 4.115 -5.215 2.724
H 4.957 -2.899 -0.082
H 3.287 -1.634 3.065
H -2.954 1.312 -0.826
H 2.754 -3.435 -3.168
H -1.001 -2.420 1.846
H -4.831 -0.538 -6.860
H 3.512 -2.426 -5.306
H 4.694 -5.129 1.051
H -2.780 2.946 -5.457
H -0.769 2.540 -1.331
H 5.707 -4.513 2.377
H -4.389 1.887 -7.010
H -0.959 -5.018 1.811
H 1.108 -0.997 4.612
H -1.475 4.279 1.907
H 2.318 -6.228 0.623
H -0.942 -2.950 3.530
H -3.907 1.808 0.583
H -3.738 2.914 -0.795
H 0.009 0.338 4.988
H 1.417 -5.641 2.026
H 3.366 -3.190 3.896
H 1.306 -5.912 -1.715
H -3.656 -1.906 -5.184
H 0.559 -2.585 2.649
H -2.884 -5.780 -4.557
H -2.608 -1.061 3.941
H -1.609 1.566 -3.762
H -2.975 3.406 2.240
H -2.929 4.631 0.957
H 3.184 0.112 1.727
H 3.016 0.230 -0.821
H -1.633 -4.640 0.220
H 2.347 3.843 -0.197
H 3.929 3.624 0.576
*
```

Löwdin population analysis, charges in e, atoms 1 to 5: Tl 1.05; Ge 0.89; P 0.73; P 0.24; O -0.19

***

The records above yield calculated total energy values of -135826.7007, -150815.2924, -188465.3870, -135997.3313 eV, respectively.
The records above yield F_max values of 2.56, 0.49, 1.24, 1.11 eV/Å, respectively.